Entry from the OMol25 dataset: a structure of composition C20H54F6O15S11Zn at a distorted geometry (the ωB97M-V functional and the def2-TZVPD basis).

- Highest occupied orbital energy: -8.239 eV
- Kohn-Sham gap: 0.28825 Ha

Structure (ORCA input):
```
! wB97M-V def2-TZVPD RIJCOSX def2/J DEFGRID3
* xyz 0 1
Zn 5.057 5.833 -7.973
C 8.304 6.912 -5.559
F 9.508 7.350 -5.262
F 8.136 5.673 -4.967
F 7.347 7.682 -5.077
S 8.249 6.750 -7.375
O 9.409 5.953 -7.691
O 7.000 6.085 -7.610
O 8.309 8.076 -7.881
C 5.591 5.801 -12.194
F 6.808 5.485 -11.793
F 5.634 6.103 -13.480
F 4.807 4.715 -12.026
S 4.950 7.196 -11.222
O 4.924 6.638 -9.871
O 5.898 8.238 -11.413
O 3.628 7.395 -11.764
C 5.041 1.485 -9.093
S 5.626 3.006 -9.783
O 5.489 4.005 -8.683
C 7.359 2.662 -9.910
H 5.201 0.663 -9.792
H 3.966 1.573 -8.949
H 5.555 1.275 -8.153
H 7.590 1.612 -10.089
H 7.803 2.903 -8.942
H 7.750 3.259 -10.725
C 3.554 9.149 -9.297
S 3.937 9.021 -7.549
O 4.511 7.656 -7.384
C 5.325 10.095 -7.557
H 4.515 9.349 -9.777
H 2.915 10.006 -9.485
H 3.184 8.199 -9.662
H 6.049 9.999 -8.357
H 5.827 9.994 -6.589
H 4.887 11.110 -7.517
C 11.172 10.675 -9.945
S 10.661 12.112 -8.958
O 10.132 13.127 -9.881
C 9.268 11.286 -8.212
H 11.641 10.947 -10.883
H 10.255 10.141 -10.203
H 11.817 10.046 -9.343
H 9.671 10.536 -7.532
H 8.597 10.895 -8.968
H 8.760 12.022 -7.584
C 9.299 9.884 -3.181
S 9.075 10.892 -4.649
O 10.446 11.303 -4.972
C 8.244 12.254 -3.788
H 9.881 9.004 -3.452
H 8.333 9.480 -2.855
H 9.818 10.494 -2.452
H 7.957 12.009 -2.768
H 7.388 12.541 -4.386
H 9.001 13.036 -3.719
C 2.903 3.469 -5.380
S 4.109 4.692 -4.896
O 4.892 5.026 -6.130
C 2.977 6.042 -4.639
H 3.341 2.688 -5.989
H 2.159 3.996 -5.981
H 2.463 3.070 -4.470
H 2.187 5.705 -3.970
H 2.655 6.455 -5.584
H 3.563 6.728 -4.028
C 8.292 3.071 -4.428
S 9.461 1.937 -5.178
O 8.665 1.276 -6.223
C 10.494 3.145 -5.985
H 7.506 2.375 -4.123
H 7.867 3.694 -5.215
H 8.697 3.590 -3.574
H 11.168 2.644 -6.668
H 11.016 3.715 -5.211
H 9.905 3.882 -6.549
C 3.479 7.287 -0.672
S 4.137 5.633 -0.811
O 3.233 4.943 -1.757
C 5.625 6.165 -1.624
H 3.011 7.569 -1.622
H 4.222 8.019 -0.376
H 2.656 7.264 0.046
H 6.239 5.309 -1.878
H 6.131 6.817 -0.925
H 5.439 6.724 -2.551
C 8.861 7.336 1.483
S 8.716 5.660 0.904
O 7.287 5.374 0.758
C 9.298 5.998 -0.742
H 9.876 7.692 1.307
H 8.637 7.398 2.546
H 8.137 7.962 0.954
H 8.602 6.663 -1.244
H 9.237 5.033 -1.245
H 10.323 6.354 -0.800
C 12.576 5.673 -7.440
S 13.394 7.252 -7.533
O 14.346 7.318 -6.416
C 11.909 8.085 -7.038
H 11.742 5.685 -8.142
H 12.265 5.532 -6.406
H 13.231 4.853 -7.728
H 11.092 7.637 -7.618
H 11.965 9.163 -7.105
H 11.715 7.833 -5.994
*
```